# 1
A single C5H13NS molecule at a distorted geometry. Source: the Open Molecules 2025 dataset; level of theory: ωB97M-V with the def2-TZVPD basis set.

As for the LUMO energy: 0.9 eV. The spin multiplicity is 1. For the HOMO-LUMO gap, the calculation gives 10.03 eV. Its SMILES is CCNCCCS. The calculation puts the HOMO energy at -9.1 eV.

```
20
Properties=species:S:1:pos:R:3:mulliken_charge:R:1
C -1.178 -2.401 -3.136 -1.09
C -0.878 -1.089 -2.467 -0.51
N -0.128 -1.131 -1.086 -0.46
C 0.070 0.274 -0.737 -0.53
C 1.100 0.460 0.292 -0.66
C 0.780 0.314 1.797 -0.79
S 0.137 1.804 2.680 -0.18
H -1.381 -2.088 -4.176 0.30
H -0.427 -3.150 -2.948 0.36
H -2.185 -2.551 -2.786 0.28
H -1.753 -0.565 -2.401 0.39
H -0.290 -0.461 -3.065 0.43
H -0.675 -1.406 -0.203 0.25
H -0.915 0.657 -0.424 0.39
H 0.375 0.782 -1.619 0.50
H 1.827 -0.342 -0.103 0.29
H 1.520 1.494 0.314 0.25
H 0.198 -0.583 2.054 0.36
H 1.737 -0.174 2.420 0.30
H 1.316 2.091 3.176 0.13
```



# 2
2 unconnected molecules or ions with the total composition C5H13NS at a distorted geometry. Source: the Open Molecules 2025 dataset; level of theory: ωB97M-V with the def2-TZVPD basis set.

As for the LUMO energy (alpha / beta): -2.2 / -2.2 eV. The spin multiplicity is 1. For the HOMO-LUMO gap (alpha / beta), the calculation gives 6.35 / 6.36 eV. The calculation puts the HOMO energy (alpha / beta) at -8.5 / -8.5 eV.

```
20
Properties=species:S:1:pos:R:3:mulliken_charge:R:1
C -0.752 0.303 -1.348 -1.68
C -1.244 -1.696 0.099 -1.35
C -2.163 0.558 0.658 -1.46
C 3.612 0.922 0.116 -0.67
C -0.880 -0.169 0.003 1.77
N 0.185 0.402 0.694 -0.68
S 2.731 -0.622 -0.106 -0.12
H -0.100 -0.365 -1.952 0.36
H -1.755 0.076 -1.843 0.38
H -0.315 1.221 -1.386 0.44
H -1.838 -2.015 0.994 0.34
H -0.239 -2.230 0.236 0.29
H -1.825 -2.070 -0.775 0.34
H -3.058 0.756 0.031 0.28
H -2.501 -0.086 1.452 0.37
H -1.737 1.557 1.113 0.36
H 3.559 1.215 1.247 0.22
H 2.986 1.708 -0.264 0.23
H 4.594 0.702 -0.310 0.30
H 0.736 -0.169 1.343 0.28
```



# 3
2 unconnected molecules or ions with the total composition C5H13O at a distorted geometry. Source: the Open Molecules 2025 dataset; level of theory: ωB97M-V with the def2-TZVPD basis set.

As for the LUMO energy (alpha / beta): 0.9 / -2.1 eV. The spin multiplicity is 2. For the HOMO-LUMO gap (alpha / beta), the calculation gives 11.86 / 8.82 eV. As for the expectation value of S²: 0.7530. The calculation puts the HOMO energy (alpha / beta) at -11.0 / -11.0 eV.

```
19
Properties=species:S:1:pos:R:3:mulliken_spin:R:1
H 0.760 -0.617 2.703 0.00
C 1.054 -0.144 1.747 0.00
C -0.051 -0.272 0.702 0.00
C 0.305 0.363 -0.631 0.00
C -0.797 0.237 -1.681 0.00
C -0.439 0.870 -3.006 0.00
H 1.282 0.915 1.950 0.00
H 1.980 -0.630 1.401 0.00
H -0.249 -1.338 0.552 0.00
H -0.949 0.208 1.102 0.00
H 0.503 1.434 -0.478 0.00
H 1.208 -0.122 -1.031 0.00
H -1.011 -0.823 -1.840 0.00
H -1.704 0.710 -1.295 0.00
H -1.272 0.739 -3.700 0.00
H -0.246 1.939 -2.905 0.00
H 0.447 0.409 -3.448 0.00
O 0.039 -1.715 4.873 1.03
H -0.860 -2.162 4.985 -0.03
```



ΔE to the lowest compared entry with this formula, charge and spin, record by record: 2.315, 5.092, 0.438 eV
Calculated total energy, record by record: -651.15890, -651.05682, -273.44591 Ha